# 1
This record from the Open Molecules 2025 dataset describes a molecular structure, C6H7NO3. The level of theory is ωB97M-V with the def2-TZVPD basis set.

```
17
Properties=species:S:1:pos:R:3:lowdin_charge:R:1
C -0.485 0.687 -1.397 -0.046
O -2.997 2.319 -0.891 -0.125
H -2.358 2.588 -0.224 0.010
H -2.519 2.373 -1.804 0.046
O 1.637 -0.353 -0.767 0.013
C 0.291 -0.019 -0.384 -0.323
C 1.955 -0.322 0.629 -0.164
C -0.215 -1.326 0.310 -0.271
H 0.755 -2.638 -0.714 0.107
H 2.995 -0.296 0.943 0.159
H -1.234 -1.197 0.691 0.172
H 0.938 -1.456 2.362 0.147
H 0.594 1.380 1.599 0.147
N -0.790 1.298 -2.346 0.185
C 0.817 -1.005 1.379 -0.071
C 0.765 0.476 1.021 -0.022
O -0.150 -2.508 -0.406 0.035
```

Molar mass: 141.13 g/mol
Spin multiplicity: 1
Total charge: 0
Gap between HOMO and LUMO: 10.989 eV
LUMO energy: 0.6 eV

# 2
This record from the Open Molecules 2025 dataset describes a single C5H8O2 molecule. The level of theory is ωB97M-V with the def2-TZVPD basis set.

```
15
Properties=species:S:1:pos:R:3:lowdin_charge:R:1
H -2.066 -1.235 1.071 0.094
O 0.140 -0.151 1.455 0.010
O -0.397 1.698 -0.796 -0.084
C -0.124 -0.744 0.311 -0.307
C 1.027 0.999 1.002 -0.088
H -0.210 2.242 -1.567 0.076
H 1.792 -0.901 -0.629 0.128
C 0.842 1.047 -0.483 -0.301
H -1.467 -2.344 -0.222 0.095
H 0.400 -0.756 -1.760 0.125
H 0.641 1.862 1.543 0.123
C -1.479 -1.317 0.155 0.018
C 0.795 -0.473 -0.783 -0.113
H 2.047 0.755 1.316 0.115
H -1.942 -0.681 -0.615 0.109
```

Molar mass: 100.12 g/mol
Spin multiplicity: 1
Total charge: 0
Gap between HOMO and LUMO (spin up / spin down): 6.405 / 7.194 eV
LUMO energy (spin up / spin down): 0.0 / 0.4 eV

# 3
This record from the Open Molecules 2025 dataset describes a molecular structure, C43H58N2O3P2S2Tl. The level of theory is ωB97M-V with the def2-TZVPD basis set.

```
111
Properties=species:S:1:pos:R:3:lowdin_charge:R:1
H -5.286 4.623 -0.991 0.077
H -0.609 -3.712 6.705 0.081
C -2.684 6.122 -1.913 -0.096
H -0.281 -5.525 3.628 0.119
C -1.072 4.330 -1.823 -0.102
C -1.347 -3.686 -0.679 -0.044
C -3.271 -2.504 -4.941 -0.071
C -0.267 -3.932 2.232 -0.022
H -4.839 0.245 -1.169 0.109
H 2.483 -2.510 1.667 0.047
H 2.007 0.212 -4.405 0.092
H -1.711 2.529 0.757 -0.011
H -1.219 -0.286 -3.389 0.095
C -1.007 1.045 3.523 -0.435
H -1.174 0.211 5.535 0.069
H -4.225 3.660 -2.929 0.115
O -1.317 0.237 -1.028 -0.580
C 2.929 -3.192 0.944 -0.095
C 3.423 -2.480 -0.313 -0.516
N -0.242 -2.009 0.726 -0.085
C -0.426 -4.300 -2.836 -0.265
H -0.219 -5.284 6.016 0.076
H -0.540 1.979 3.853 0.129
H 4.016 0.182 3.816 0.092
O 2.055 3.676 0.782 0.112
H -5.568 2.645 -2.454 0.121
C -0.009 -3.650 4.634 -0.275
H -5.228 3.127 -0.089 0.073
H 3.017 -1.270 3.707 0.082
C -2.218 -1.617 -4.774 -0.053
C -1.972 6.708 -2.947 -0.072
H 3.240 -0.234 2.289 0.059
H -2.320 7.636 -3.380 0.108
C -2.020 -0.994 -3.548 -0.071
C 3.857 0.056 -2.418 -0.099
H 4.165 -1.728 -0.027 0.106
H 4.820 -4.053 -0.769 0.088
S -2.630 -0.516 -0.920 1.019
C -3.931 -2.179 -2.653 -0.085
H 0.912 1.223 5.659 0.070
C -4.699 3.717 -0.840 -0.447
C 1.626 2.815 0.107 -0.537
H 4.244 0.444 -3.361 0.089
C 1.797 0.678 5.331 -0.089
H 2.010 1.607 3.416 0.116
H -1.554 -1.400 -5.600 0.114
C -4.130 -2.783 -3.884 -0.064
H -2.391 0.485 1.961 0.117
H 1.794 -0.310 5.791 0.073
H 0.562 4.473 -3.197 0.108
S -3.139 4.172 -0.023 0.980
C -1.922 1.399 2.358 -0.286
H 1.143 0.601 -2.914 0.060
H 4.684 -0.428 -1.898 0.070
H 1.386 -3.307 -3.356 0.113
H -0.718 3.401 -1.391 0.073
H 2.182 -3.947 0.695 0.083
H 3.067 -1.760 -3.269 0.102
C -3.891 0.776 -1.047 -0.306
Tl 0.607 0.122 0.381 0.792
H -4.947 -3.479 -4.016 0.112
C -2.239 4.925 -1.359 -0.520
C -0.804 6.116 -3.413 -0.075
H -1.493 -5.006 -4.562 0.072
H -3.892 1.247 -0.061 0.072
C 0.711 -2.690 -1.412 -0.283
H 3.308 -4.175 -1.665 0.081
C -1.403 -4.420 -1.848 -0.025
C 0.063 -1.725 3.126 -0.299
H 0.808 -0.919 -3.774 0.050
H -0.245 6.582 -4.212 0.107
C -1.796 0.411 4.664 -0.082
C 0.123 -2.297 4.408 -0.062
P 2.055 -1.526 -1.101 1.058
C 1.901 0.589 3.808 -0.517
C 0.062 -4.231 6.020 -0.047
H -3.426 -2.982 -5.900 0.112
C 3.111 -0.235 3.374 -0.104
H 0.235 -4.771 -4.830 0.080
H -4.579 -2.414 -1.816 0.119
H -2.246 -0.533 4.354 0.087
H 2.669 1.210 5.712 0.091
H 1.071 -4.162 6.431 0.083
P 0.398 0.012 2.922 1.059
C 4.054 -3.473 -1.287 -0.092
H -3.672 1.275 -3.122 0.119
H 4.531 -2.982 -2.136 0.071
C -4.564 2.965 -2.159 -0.233
H -2.718 2.057 2.722 0.134
H -2.593 1.088 4.975 0.091
O -1.137 2.044 1.378 -0.184
C 1.588 -0.213 -3.491 -0.100
H 3.767 -3.698 1.427 0.094
C -0.353 4.934 -2.845 -0.065
H -2.136 -3.775 0.059 0.126
H -0.337 -6.162 -3.911 0.087
C -2.881 -1.284 -2.507 -0.392
C -0.508 -5.102 -4.104 -0.038
H 3.514 0.904 -1.822 0.068
C -3.609 1.775 -2.154 -0.232
C -0.171 -2.542 1.979 -0.316
C -0.193 -4.452 3.502 -0.021
H -2.239 -5.092 -2.011 0.125
H -0.399 -4.609 1.401 0.103
H 0.276 -1.649 5.262 0.096
N 1.198 1.952 -0.625 -0.005
C 0.619 -3.421 -2.597 -0.047
C -0.286 -2.811 -0.421 -0.345
C 2.697 -0.903 -2.699 -0.535
H -2.582 2.127 -2.044 0.087
H -3.578 6.595 -1.526 0.110
```

Molar mass: 981.41 g/mol
Spin multiplicity: 1
Total charge: +1
Gap between HOMO and LUMO: 7.426 eV
LUMO energy: -2.1 eV

# 4
This record from the Open Molecules 2025 dataset describes a molecular structure, C12H27Cl2N2PPd. The level of theory is ωB97M-V with the def2-TZVPD basis set.

```
45
Properties=species:S:1:pos:R:3:lowdin_charge:R:1
C 1.227 -1.081 -2.311 -0.480
H 0.455 1.901 4.172 0.112
H 2.093 2.138 -0.684 0.057
H 2.365 -1.145 -0.364 0.054
C -2.319 -0.325 -3.013 -0.131
H -2.106 -2.509 -1.186 0.072
C 0.740 -2.515 -1.979 -0.137
C 0.267 1.042 4.770 -0.132
H 2.939 0.169 -1.467 0.056
H 0.966 0.415 1.169 -0.052
H 0.661 3.209 -3.638 0.092
H 3.346 -1.537 -1.860 0.086
C -0.145 -0.523 6.379 -0.064
H -3.353 -0.698 -3.118 0.090
H -3.205 -1.424 -0.262 0.079
H 1.435 -3.249 -2.444 0.095
H -0.805 2.484 -1.661 0.104
C -1.871 -0.305 -1.546 -0.537
C 0.624 2.146 -3.320 -0.137
P -0.062 0.165 -1.708 1.211
H 0.636 2.610 0.202 0.020
H -0.300 -0.937 7.377 0.105
H 1.379 -0.916 -3.429 0.121
H -0.077 1.580 -3.962 0.062
H 0.387 1.599 6.818 0.161
Cl 0.815 -2.791 1.713 -0.244
H 1.301 3.719 -1.063 0.087
C -2.176 -1.540 -0.641 -0.137
C 0.172 1.998 -1.861 -0.524
N -0.079 -0.129 4.178 -0.174
H -1.620 -0.946 -3.605 0.072
C 1.118 2.650 -0.797 -0.133
C -0.329 -1.097 5.127 -0.131
Cl -1.848 1.669 1.215 0.105
H -2.235 0.712 -3.384 0.068
H 0.743 -2.686 -0.866 0.008
Pd 0.031 -0.642 2.202 0.313
H -2.312 0.547 -0.980 0.025
H -0.279 -2.699 -2.336 0.051
H -0.883 0.894 1.946 -0.358
H -1.497 -1.558 0.270 -0.006
N 0.241 0.832 6.136 0.040
C 2.545 -0.872 -1.455 -0.128
H -0.607 -2.028 4.684 0.081
H 1.625 1.670 -3.418 0.081
```

Molar mass: 407.66 g/mol
Spin multiplicity: 5
Total charge: 0
Gap between HOMO and LUMO (spin up / spin down): 3.645 / 6.801 eV
LUMO energy (spin up / spin down): 0.5 / -1.7 eV

# 5
This record from the Open Molecules 2025 dataset describes 2 unconnected molecules or ions with the total composition C4H15N2O2. The level of theory is ωB97M-V with the def2-TZVPD basis set.

```
23
Properties=species:S:1:pos:R:3:lowdin_charge:R:1
H -3.467 -0.776 0.832 0.060
N 1.068 0.948 0.630 0.207
O -2.661 -0.537 1.264 -0.033
H 1.604 0.287 1.202 0.149
H -0.457 1.596 -1.509 0.145
C -0.039 -0.918 -0.629 -0.139
N 2.288 -1.608 0.139 -0.003
O -0.809 2.630 0.108 -0.064
H -1.994 1.028 -0.521 0.120
C -0.965 1.367 -0.557 -0.184
C -0.254 0.269 0.321 -0.252
H 1.917 -2.343 0.740 0.088
H 1.412 -2.012 -1.798 0.125
H 1.936 -0.448 -1.498 0.119
H -2.757 0.198 1.883 0.074
H -1.676 3.024 0.199 0.098
H 1.494 1.258 -0.239 0.158
H -0.552 -1.785 -0.213 0.124
H 3.090 -2.072 -0.278 0.088
H 0.919 1.785 1.201 0.162
H -0.650 -0.662 -1.506 0.123
H -0.845 0.047 1.203 0.115
C 1.399 -1.278 -0.974 -0.280
```

Molar mass: 123.18 g/mol
Spin multiplicity: 1
Total charge: +1
Gap between HOMO and LUMO: 10.704 eV
LUMO energy: -2.9 eV

# 6
This record from the Open Molecules 2025 dataset describes a molecular structure, C3H5NOS. The level of theory is ωB97M-V with the def2-TZVPD basis set.

```
11
Properties=species:S:1:pos:R:3:lowdin_charge:R:1
C -0.491 -1.470 0.054 -0.167
C 0.278 -0.295 0.002 -0.844
H -0.091 -2.104 -0.779 0.145
O -1.056 1.744 0.015 0.004
S 1.960 0.043 -0.009 0.528
C -1.766 -0.627 -0.019 -0.058
N -0.771 0.463 -0.092 -0.208
H -2.441 -0.947 0.709 0.095
H -0.048 2.224 0.388 0.250
H -2.455 -0.740 -0.884 0.131
H -0.610 -1.963 1.009 0.125
```

Molar mass: 103.15 g/mol
Spin multiplicity: 1
Total charge: 0
Gap between HOMO and LUMO: 8.960 eV
LUMO energy: 0.5 eV

# 7
This record from the Open Molecules 2025 dataset describes 2 unconnected molecules or ions with the total composition C4H12N4. The level of theory is ωB97M-V with the def2-TZVPD basis set.

```
20
Properties=species:S:1:pos:R:3:lowdin_charge:R:1
N 1.435 0.849 -1.416 -0.056
H -0.234 -0.934 2.586 0.074
H -1.425 -1.309 -0.469 0.094
H -3.171 0.518 -0.885 0.073
C -1.513 -0.392 0.111 -0.203
N 1.153 -0.313 -2.113 -0.002
C 0.412 -0.953 1.700 -0.152
H 3.440 0.593 0.975 0.052
H -2.095 1.678 -0.121 0.074
C -2.124 0.741 -0.675 -0.112
H -0.135 0.916 1.151 0.097
H -1.628 0.853 -1.636 0.058
H 0.614 -0.058 -2.934 0.069
C 1.895 0.862 -0.259 -0.344
H 0.413 -1.952 1.263 0.079
N -0.034 0.007 0.702 -0.147
N 2.876 1.213 0.416 0.123
H 1.425 -0.717 2.027 0.062
H -2.097 -0.601 1.016 0.095
H 0.793 -1.000 -1.439 0.064
```

Molar mass: 116.17 g/mol
Spin multiplicity: 1
Total charge: 0
SMILES: N=C=NN.CCNC
Gap between HOMO and LUMO: 7.883 eV
LUMO energy: 0.8 eV

For reference, energy above the lowest of the compared OMol25 structures with the same formula, charge and spin by record: 373.3 405.4 0.0 124.6 162.2 447.0 420.8 kJ/mol.
For reference, strongest force on any atom by record: 2.91 0.31 0.17 4.16 3.08 6.21 4.47 eV/A.